(1)
The following is a quantum chemistry calculation of 5 unconnected molecules or ions with the total composition C28H33FNO2 at a distorted geometry, from the Open Molecules 2025 dataset.

The geometry in ORCA input format:
```
! RIJCOSX wB97M-V def2-TZVPD def2/J DEFGRID3
* xyz 1 1
O -3.404 -0.335 0.370
C -3.121 -0.164 -0.951
O -4.238 -0.233 -1.926
C -1.546 0.102 -1.321
C -1.280 0.761 -2.798
C -1.182 2.430 -2.765
N -2.578 3.013 -2.549
F -2.918 3.704 -3.667
H -4.200 -1.123 -2.416
H -0.996 -0.953 -1.234
H -1.096 0.760 -0.453
H -0.192 0.411 -3.138
H -2.009 0.387 -3.643
H -0.794 2.736 -3.829
H -0.395 2.793 -1.975
H -3.221 2.196 -2.434
H -2.517 3.631 -1.710
C -5.769 -2.520 4.669
C -5.591 -3.894 4.506
C -4.957 -4.385 3.366
C -4.491 -3.502 2.392
C -4.665 -2.128 2.557
C -5.307 -1.637 3.693
H -6.266 -2.138 5.557
H -5.949 -4.582 5.268
H -4.826 -5.456 3.236
H -3.993 -3.884 1.505
H -4.300 -1.439 1.798
H -5.447 -0.567 3.819
C 3.105 -1.144 0.600
C 3.792 -0.405 1.563
C 3.086 0.370 2.483
C 1.692 0.399 2.446
C 1.005 -0.344 1.486
C 1.711 -1.112 0.560
H 3.655 -1.746 -0.118
H 4.878 -0.433 1.596
H 3.622 0.951 3.228
H 1.142 0.999 3.166
H -0.082 -0.323 1.458
H 1.176 -1.685 -0.191
C 3.204 -1.945 -4.700
C 3.696 -3.130 -5.247
C 3.387 -4.354 -4.653
C 2.579 -4.393 -3.517
C 2.084 -3.209 -2.972
C 2.400 -1.984 -3.560
H 3.447 -0.991 -5.161
H 4.320 -3.100 -6.136
H 3.776 -5.276 -5.076
H 2.334 -5.347 -3.057
H 1.453 -3.240 -2.088
H 2.019 -1.061 -3.132
C 2.385 3.801 1.313
C 1.492 4.817 1.652
C 1.919 5.890 2.434
C 3.243 5.952 2.869
C 4.137 4.938 2.528
C 3.708 3.860 1.754
H 2.051 2.963 0.707
H 0.462 4.773 1.306
H 1.221 6.678 2.703
H 3.577 6.790 3.475
H 5.169 4.987 2.866
H 4.403 3.067 1.492
*
```

Calculated values
E_tot in Ha: -1391.375249
Lowest unoccupied orbital energy in Ha: -0.146
Kohn-Sham gap in eV: 6.73
HOMO energy in Ha: -0.393

(2)
The following is a quantum chemistry calculation of a molecular structure, C34H46N8OPPdS at a distorted geometry, from the Open Molecules 2025 dataset.

The geometry in ORCA input format:
```
! RIJCOSX wB97M-V def2-TZVPD def2/J DEFGRID3
* xyz 3 1
Pd 0.444 -0.405 -0.121
N 2.434 -3.878 -2.197
C 1.264 -4.529 -2.424
C 0.284 -3.777 -1.836
N 0.836 -2.674 -1.260
C 2.146 -2.762 -1.489
C 3.042 -1.767 -0.983
N 2.581 -0.703 -0.325
C 3.672 0.016 0.051
C 4.801 -0.617 -0.385
N 4.390 -1.737 -1.034
H 3.337 -4.191 -2.521
H 1.213 -5.450 -2.966
H -0.766 -3.989 -1.800
H 3.602 0.921 0.619
H 5.833 -0.356 -0.281
H 5.009 -2.407 -1.466
O -3.117 1.843 1.273
S -1.802 1.875 0.637
N -1.521 0.291 0.047
N 4.627 9.773 0.516
C 4.200 8.726 0.680
C 3.661 7.431 0.868
C 2.866 6.862 -0.129
C 2.349 5.594 0.044
C 2.620 4.871 1.211
C 3.415 5.448 2.204
C 3.928 6.721 2.042
N 2.095 3.571 1.382
C 2.136 2.814 2.525
C 1.512 1.636 2.246
N 1.090 1.657 0.946
C 1.450 2.825 0.453
H 2.658 7.415 -1.033
H 1.731 5.185 -0.736
H 3.653 4.919 3.111
H 4.537 7.162 2.814
H 2.582 3.139 3.440
H 1.337 0.795 2.892
H 1.251 3.133 -0.555
C -7.101 0.190 -0.251
C -6.321 0.846 -1.386
C -4.822 0.874 -1.097
C -4.415 -0.439 -0.423
C -4.988 -0.489 0.999
C -6.344 0.232 1.062
P -2.593 -0.793 -0.514
C -2.017 -1.077 -2.281
C -3.013 -1.806 -3.195
C -3.550 -0.895 -4.297
C -2.414 -0.380 -5.176
C -1.191 0.061 -4.360
C -1.529 0.253 -2.883
C -2.170 -2.334 0.446
C -1.966 -2.040 1.936
C -1.157 -3.196 2.538
C -1.587 -4.552 1.966
C -3.009 -4.506 1.431
C -3.130 -3.514 0.259
H -7.306 -0.860 -0.500
H -8.085 0.651 -0.140
H -6.671 1.873 -1.528
H -6.523 0.328 -2.327
H -4.596 1.692 -0.409
H -4.269 1.047 -2.021
H -4.847 -1.259 -1.010
H -4.307 -0.007 1.702
H -5.124 -1.523 1.323
H -6.170 1.283 1.324
H -6.949 -0.193 1.864
H -1.120 -1.699 -2.159
H -3.844 -2.221 -2.622
H -2.514 -2.651 -3.672
H -4.086 -0.057 -3.854
H -4.264 -1.441 -4.913
H -2.794 0.449 -5.775
H -2.113 -1.158 -5.878
H -0.799 0.998 -4.762
H -0.390 -0.678 -4.444
H -2.282 1.038 -2.785
H -0.625 0.583 -2.337
H -1.167 -2.597 0.060
H -2.926 -1.945 2.443
H -1.412 -1.103 2.077
H -1.296 -3.185 3.620
H -0.090 -3.034 2.348
H -1.512 -5.319 2.738
H -0.917 -4.857 1.157
H -3.681 -4.220 2.241
H -3.319 -5.496 1.095
H -4.167 -3.181 0.201
H -2.906 -4.037 -0.673
*
```

Calculated values
E_tot in Ha: -2702.951695
Lowest unoccupied orbital energy (spin up / spin down) in Ha: -0.424 / -0.424
Kohn-Sham gap (spin up / spin down) in eV: 4.21 / 4.21
HOMO energy (spin up / spin down) in Ha: -0.578 / -0.578

(3)
The following is a quantum chemistry calculation of a molecular structure, C9H9EuN2O5S at a distorted geometry, from the Open Molecules 2025 dataset.

The geometry in ORCA input format:
```
! RIJCOSX wB97M-V def2-TZVPD def2/J DEFGRID3
* xyz 1 8
O 1.044 -3.852 -0.203
C 0.943 -2.713 -0.182
Eu 0.002 1.183 -0.014
O -2.576 -1.429 0.149
C -1.642 -0.764 0.082
C 2.587 1.196 -0.147
O 3.681 1.593 -0.155
C 0.196 -0.128 -2.559
O 0.097 -0.534 -3.620
C 0.662 -0.229 2.388
O 0.755 -0.676 3.439
H 1.917 0.109 -0.224
S -1.000 3.717 -0.183
C -2.530 3.119 0.395
N -3.199 2.087 -0.219
C -4.691 1.962 -0.166
C -5.306 3.081 0.634
C -4.483 3.401 1.873
N -3.112 3.634 1.479
H -2.758 1.706 -1.063
H -4.909 0.990 0.282
H -5.060 1.950 -1.199
H -6.315 2.783 0.918
H -5.407 3.977 0.010
H -4.549 2.571 2.579
H -4.864 4.293 2.361
H -2.511 4.229 2.057
*
```

Calculated values
Energy relative to the best compared isomer or geometry (same formula, charge and spin) in kcal per mole: 0.0
E_tot in Ha: -1942.256273
Lowest unoccupied orbital energy (spin up / spin down) in Ha: -0.156 / -0.155
Kohn-Sham gap (spin up / spin down) in eV: 5.19 / 5.48
HOMO energy (spin up / spin down) in Ha: -0.347 / -0.356
<S²>: 15.7857

(4)
The following is a quantum chemistry calculation of a gas-phase ion, C6H8N (charge +1) at a distorted geometry, from the Open Molecules 2025 dataset.

The geometry in ORCA input format:
```
! RIJCOSX wB97M-V def2-TZVPD def2/J DEFGRID3
* xyz 1 1
C 0.837 0.508 1.182
C 1.349 -0.348 0.387
C -1.270 -0.191 -0.822
C -0.469 1.135 1.096
C 2.031 -1.356 -0.303
C -2.358 0.754 -0.662
N -1.182 0.746 0.098
H 1.508 0.917 1.985
H -0.603 2.170 1.267
H 1.551 -2.324 -0.355
H 3.098 -1.565 -0.036
H 2.324 -1.049 -1.274
H -2.452 1.518 -1.388
H -3.280 0.418 -0.196
H -1.085 -1.335 -0.979
*
```

Calculated values
Energy relative to the best compared isomer or geometry (same formula, charge and spin) in kcal per mole: 186.6
E_tot in Ha: -287.658900
Lowest unoccupied orbital energy in Ha: -0.234
Kohn-Sham gap in eV: 5.75
HOMO energy in Ha: -0.445

What is the formula in the third record?
C9H9EuN2O5S

What is the E_tot in the fourth record?
-287.658900 Ha